# 1
Molecular formula: C30H78N8O4
Method: DFT, the ωB97M-V functional and the def2-TZVPD basis

The geometry in XYZ format:
```
120
Properties=species:S:1:pos:R:3
N 16.616 -5.236 17.688
H 17.203 -5.576 16.939
H 16.605 -4.226 17.714
H 17.044 -5.520 18.557
H 15.691 -5.640 17.683
N 15.269 -6.630 20.798
H 16.207 -6.290 20.957
H 15.441 -7.575 20.487
H 14.802 -6.029 20.134
H 14.766 -6.558 21.671
N 12.136 -10.114 19.019
H 12.053 -9.795 18.064
H 11.894 -9.294 19.557
H 13.113 -10.260 19.230
H 11.540 -10.882 19.292
N 15.289 -9.058 17.809
H 14.625 -9.653 18.283
H 14.916 -8.386 17.154
H 16.082 -9.584 17.470
H 15.523 -8.507 18.622
C 13.651 -7.876 16.659
C 12.495 -8.336 17.438
C 12.269 -7.704 18.901
O 11.467 -8.210 19.690
C 13.162 -6.617 19.287
C 14.110 -6.205 18.424
C 14.424 -6.872 17.116
O 15.548 -6.720 16.400
O 14.885 -5.328 18.960
O 11.813 -9.309 17.118
H 13.901 -8.357 15.724
H 13.084 -6.224 20.290
C 15.915 -5.631 24.043
C 14.508 -6.168 23.687
N 14.106 -5.812 22.341
C 14.137 -4.330 22.183
C 13.576 -3.808 20.901
C 12.724 -6.255 22.264
C 12.532 -7.761 22.330
H 16.223 -6.061 24.997
H 16.066 -4.554 24.110
H 16.691 -6.017 23.383
H 14.549 -7.245 23.846
H 13.750 -5.800 24.380
H 13.666 -3.891 23.063
H 15.197 -4.083 22.230
H 13.999 -2.815 20.752
H 13.835 -4.317 19.973
H 12.490 -3.731 20.945
H 12.354 -6.036 21.262
H 12.121 -5.681 22.967
H 11.480 -7.925 22.093
H 12.778 -8.162 23.313
H 13.142 -8.213 21.548
C 19.154 -9.337 14.118
C 18.077 -10.379 13.771
N 16.954 -10.016 12.914
C 16.165 -8.949 13.511
C 15.379 -9.454 14.740
C 17.415 -9.814 11.526
C 16.326 -9.828 10.515
H 20.091 -9.825 14.389
H 18.935 -8.588 14.879
H 19.405 -8.746 13.237
H 18.555 -11.251 13.325
H 17.703 -10.850 14.680
H 16.735 -8.030 13.646
H 15.387 -8.652 12.808
H 14.865 -10.391 14.529
H 16.022 -9.646 15.598
H 14.614 -8.736 15.034
H 18.096 -10.625 11.268
H 18.030 -8.914 11.516
H 15.665 -8.962 10.556
H 15.705 -10.724 10.523
H 16.665 -9.733 9.484
C 6.748 -8.463 22.112
C 7.392 -7.417 21.209
N 8.808 -7.292 21.538
C 9.399 -6.134 20.785
C 10.779 -5.731 21.302
C 9.570 -8.515 21.395
C 9.477 -9.212 20.047
H 5.662 -8.428 22.196
H 7.153 -8.392 23.121
H 6.962 -9.464 21.736
H 7.275 -7.751 20.178
H 6.825 -6.490 21.297
H 9.319 -6.347 19.719
H 8.764 -5.261 20.938
H 11.603 -6.286 20.853
H 10.929 -4.665 21.131
H 10.866 -5.865 22.381
H 9.450 -9.187 22.245
H 10.633 -8.289 21.478
H 9.839 -8.557 19.254
H 8.499 -9.580 19.737
H 10.058 -10.134 20.057
C 17.856 -8.162 16.721
C 17.582 -6.977 15.742
N 17.899 -5.639 16.216
C 19.193 -5.526 16.870
C 20.399 -5.999 16.068
C 17.686 -4.579 15.204
C 16.227 -4.571 14.629
H 18.897 -8.372 16.968
H 17.534 -9.108 16.286
H 17.296 -8.077 17.652
H 18.108 -7.112 14.797
H 16.519 -7.012 15.504
H 19.071 -6.076 17.803
H 19.476 -4.515 17.164
H 21.347 -6.107 16.594
H 20.608 -5.323 15.239
H 20.180 -6.979 15.644
H 17.834 -3.611 15.681
H 18.393 -4.745 14.391
H 16.141 -3.689 13.994
H 15.999 -5.399 13.958
H 15.504 -4.664 15.440
```

Values from the calculation:
F_max, eV Å⁻¹: 13.47
Total charge: +2
Total energy, eV: -52444.420
Orbital gap, eV: 4.544

# 2
Molecular formula: C30H80CuF2NO34S12
Method: DFT, the ωB97M-V functional and the def2-TZVPD basis

The geometry in XYZ format:
```
160
Properties=species:S:1:pos:R:3
Cu 21.189 6.974 15.661
N 22.282 8.605 15.117
S 22.336 10.122 15.503
O 21.335 10.926 14.838
O 23.590 10.637 15.964
F 21.578 9.905 16.899
S 23.057 8.809 13.634
O 24.396 9.306 13.603
O 22.219 9.154 12.520
F 23.282 7.238 13.459
O 24.088 7.919 19.091
S 23.686 6.750 18.375
O 22.699 6.862 17.326
O 25.050 6.119 17.748
C 26.204 6.201 18.602
C 27.101 7.383 18.311
C 23.140 5.438 19.485
H 26.818 5.297 18.608
H 25.903 6.267 19.650
H 27.788 7.614 19.122
H 26.479 8.275 18.198
H 27.653 7.281 17.376
H 22.742 4.604 18.912
H 22.448 5.867 20.205
H 24.026 5.076 20.007
O 17.132 9.705 22.537
S 18.347 8.968 22.766
O 18.428 7.579 22.391
O 19.529 9.758 21.999
C 20.381 9.046 21.100
C 20.897 10.028 20.060
C 18.898 9.243 24.453
H 19.830 8.206 20.675
H 21.247 8.579 21.581
H 21.744 9.561 19.547
H 21.181 11.027 20.375
H 20.186 10.150 19.238
H 19.193 10.292 24.495
H 19.772 8.651 24.711
H 18.076 9.103 25.149
O 19.520 8.192 15.092
S 18.178 8.759 15.068
O 17.050 7.910 14.886
O 18.065 9.610 16.431
C 16.839 10.277 16.741
C 16.682 10.388 18.253
C 18.198 10.078 13.825
H 15.954 9.737 16.390
H 16.794 11.240 16.226
H 15.698 10.756 18.532
H 17.460 11.041 18.647
H 16.801 9.401 18.701
H 18.445 9.666 12.850
H 18.869 10.848 14.192
H 17.149 10.370 13.774
O 21.070 12.986 18.761
S 19.782 13.353 18.216
O 18.589 13.112 18.968
O 19.801 14.944 17.888
C 20.733 15.746 18.637
C 22.073 15.869 17.901
C 19.693 12.777 16.532
H 20.857 15.302 19.623
H 20.285 16.736 18.686
H 22.564 14.929 17.651
H 22.814 16.341 18.552
H 21.921 16.477 17.011
H 19.723 11.692 16.529
H 20.483 13.289 15.991
H 18.708 13.109 16.198
O 26.450 8.299 10.090
S 26.497 7.333 11.138
O 25.326 6.583 11.477
O 27.753 6.353 10.892
C 27.842 5.134 11.616
C 29.184 4.502 11.307
C 27.163 8.171 12.589
H 27.016 4.431 11.493
H 27.834 5.377 12.688
H 29.983 5.161 11.653
H 29.376 4.452 10.234
H 29.278 3.519 11.764
H 27.172 7.584 13.505
H 26.486 9.010 12.741
H 28.152 8.564 12.375
O 27.564 11.537 7.983
S 27.774 12.525 9.016
O 28.284 13.838 8.672
O 26.410 12.726 9.885
C 25.738 11.480 10.192
C 24.506 11.872 10.987
C 28.900 11.817 10.250
H 26.369 10.859 10.827
H 25.434 10.967 9.283
H 24.657 12.438 11.905
H 24.010 10.947 11.304
H 23.801 12.408 10.350
H 28.965 12.481 11.111
H 29.910 11.767 9.853
H 28.432 10.868 10.498
O 23.041 3.113 13.954
S 23.290 4.182 14.874
O 22.321 5.251 15.034
O 23.471 3.536 16.317
C 24.550 2.628 16.601
C 24.185 1.662 17.683
C 24.914 4.959 14.559
H 25.390 3.245 16.933
H 24.895 2.084 15.719
H 24.037 2.070 18.684
H 25.026 0.970 17.776
H 23.309 1.042 17.490
H 25.161 5.660 15.347
H 24.732 5.392 13.573
H 25.608 4.125 14.485
O 21.754 14.540 14.288
S 21.891 15.129 12.965
O 23.152 15.710 12.562
O 21.484 14.060 11.809
C 21.217 12.724 12.210
C 20.476 11.986 11.103
C 20.632 16.416 12.750
H 20.649 12.680 13.143
H 22.138 12.206 12.489
H 21.125 11.954 10.221
H 19.652 12.618 10.764
H 20.177 10.960 11.290
H 20.869 16.852 11.782
H 20.634 17.149 13.548
H 19.680 15.896 12.649
O 19.410 4.894 11.833
S 20.496 5.781 12.141
O 20.512 6.506 13.393
O 21.897 5.026 11.952
C 21.988 4.059 10.874
C 23.352 4.282 10.271
C 20.586 7.004 10.816
H 21.237 4.262 10.100
H 21.697 3.050 11.161
H 24.095 4.028 11.036
H 23.627 5.306 10.032
H 23.536 3.605 9.437
H 20.318 6.584 9.854
H 21.663 7.200 10.811
H 20.158 7.955 11.113
O 28.345 10.814 13.606
S 27.686 11.529 14.661
O 28.342 12.681 15.231
O 26.235 11.939 14.031
C 25.288 12.732 14.796
C 25.620 14.182 14.561
C 27.151 10.405 15.988
H 25.379 12.553 15.869
H 24.290 12.504 14.436
H 26.627 14.409 14.917
H 25.070 14.878 15.202
H 25.486 14.442 13.513
H 27.013 11.015 16.878
H 27.827 9.567 16.126
H 26.156 10.044 15.723
```

Values from the calculation:
<S²>: 0.75
Spin multiplicity: 2
F_max, eV Å⁻¹: 7.75
Total charge: +1
Total energy, eV: -283595.929
Orbital gap (alpha / beta), eV: 8.219 / 4.571
Relative energy (zero: lowest compared OMol25 entry of this formula, charge and spin), kcal per mole: 0.00

# 3
Molecular formula: C30H80O30S10
Method: DFT, the ωB97M-V functional and the def2-TZVPD basis

The geometry in XYZ format:
```
150
Properties=species:S:1:pos:R:3
O 0.282 2.267 -2.836
S -0.744 2.955 -3.691
O -0.622 4.375 -4.026
O -0.913 2.016 -5.079
C -0.220 2.511 -6.213
C -0.310 1.354 -7.176
C -2.523 2.719 -3.049
H 0.827 2.744 -6.022
H -0.647 3.434 -6.604
H -1.322 1.085 -7.478
H 0.295 0.495 -6.885
H 0.239 1.726 -8.042
H -2.673 2.856 -1.978
H -2.739 1.709 -3.395
H -3.197 3.367 -3.609
O 0.868 -7.298 -0.749
S 0.402 -6.708 -1.987
O -0.580 -7.387 -2.800
O -0.214 -5.190 -1.674
C 0.576 -4.378 -0.814
C 0.984 -3.129 -1.740
C 1.797 -6.104 -3.052
H 1.508 -4.888 -0.572
H 0.039 -3.943 0.029
H 1.863 -2.629 -1.332
H 0.067 -2.540 -1.771
H 1.310 -3.303 -2.765
H 1.332 -5.371 -3.712
H 2.266 -6.889 -3.645
H 2.639 -5.760 -2.451
O -7.132 -1.684 4.100
S -6.482 -1.050 2.961
O -6.117 -1.851 1.812
O -7.404 0.228 2.413
C -8.154 0.956 3.398
C -8.246 2.387 2.917
C -4.956 -0.154 3.478
H -7.596 1.007 4.334
H -9.132 0.506 3.569
H -7.285 2.824 2.646
H -8.753 3.010 3.655
H -8.816 2.435 1.989
H -5.268 0.888 3.552
H -4.171 -0.394 2.761
H -4.687 -0.652 4.409
O 9.769 3.098 0.588
S 8.468 2.815 1.304
O 7.599 3.877 1.708
O 7.622 1.790 0.304
C 6.380 1.225 0.800
C 5.655 0.626 -0.419
C 8.770 1.611 2.660
H 5.754 2.027 1.190
H 6.528 0.421 1.521
H 6.239 -0.172 -0.875
H 5.566 1.429 -1.151
H 4.638 0.252 -0.303
H 9.274 0.727 2.269
H 7.816 1.434 3.157
H 9.462 2.148 3.308
O -0.049 -2.643 7.046
S 0.256 -2.841 5.632
O 1.516 -2.304 5.088
O 0.135 -4.506 5.267
C 0.604 -5.021 4.050
C -0.235 -6.185 3.433
C -1.123 -2.262 4.489
H 1.672 -5.227 4.133
H 0.516 -4.226 3.310
H 0.166 -6.351 2.433
H -1.232 -5.829 3.170
H -0.402 -7.086 4.023
H -1.548 -3.097 3.932
H -0.633 -1.553 3.821
H -1.968 -1.827 5.021
O -2.899 3.345 0.815
S -2.626 4.000 2.094
O -1.583 3.573 2.954
O -2.572 5.706 1.827
C -2.123 6.587 2.799
C -1.886 8.020 2.328
C -4.191 3.942 3.073
H -1.158 6.239 3.165
H -2.817 6.447 3.628
H -1.606 8.597 3.210
H -2.823 8.364 1.893
H -1.083 8.084 1.594
H -4.673 2.966 3.126
H -4.964 4.453 2.499
H -4.073 4.452 4.029
O -3.023 -0.601 -5.255
S -2.187 -1.616 -4.552
O -1.439 -1.247 -3.333
O -3.177 -2.918 -4.132
C -2.764 -3.843 -3.131
C -3.101 -3.330 -1.705
C -1.130 -2.538 -5.648
H -1.685 -3.917 -3.271
H -3.398 -4.727 -3.191
H -2.527 -3.886 -0.964
H -4.150 -3.505 -1.467
H -3.032 -2.243 -1.658
H -0.643 -3.363 -5.127
H -0.410 -1.871 -6.123
H -1.862 -2.814 -6.407
O 4.264 -2.960 -4.487
S 3.254 -2.714 -5.488
O 2.001 -3.448 -5.605
O 2.950 -1.016 -5.376
C 2.217 -0.556 -4.235
C 3.283 -0.330 -3.167
C 4.000 -2.530 -7.149
H 1.456 -1.286 -3.958
H 1.778 0.421 -4.437
H 4.197 0.103 -3.573
H 3.495 -1.332 -2.792
H 2.847 0.289 -2.383
H 4.768 -1.767 -7.024
H 3.228 -2.222 -7.855
H 4.488 -3.433 -7.514
O 1.373 2.912 1.571
S 2.157 2.514 2.737
O 3.489 1.899 2.609
O 2.459 3.891 3.582
C 1.485 4.904 3.627
C 2.142 6.085 4.413
C 1.150 1.662 4.066
H 0.548 4.497 4.008
H 1.211 5.171 2.607
H 2.520 5.652 5.339
H 1.420 6.849 4.700
H 2.935 6.593 3.864
H 0.852 0.682 3.696
H 0.339 2.368 4.248
H 1.771 1.445 4.935
O -2.552 -1.846 1.178
S -1.585 -0.756 1.178
O -1.327 0.102 2.325
O -0.098 -1.348 0.678
C 1.013 -0.457 0.618
C 1.978 -1.161 1.632
C -1.983 0.292 -0.295
H 0.678 0.491 1.039
H 1.242 -0.379 -0.445
H 2.910 -0.663 1.898
H 2.172 -2.214 1.432
H 1.511 -1.126 2.616
H -1.423 -0.153 -1.118
H -1.556 1.271 -0.078
H -3.057 0.347 -0.472
```

Values from the calculation:
SMILES: CCOS(C)(=O)=O.CCOS(C)(=O)=O.CCOS(C)(=O)=O.CCOS(C)(=O)=O.CCOS(C)(=O)=O.CCOS(C)(=O)=O.CCOS(C)(=O)=O.CCOS(C)(=O)=O.CCOS(C)(=O)=O.CCOS(C)(=O)=O
F_max, eV Å⁻¹: 4.62
Total charge: 0
Total energy, eV: -202175.176
Orbital gap, eV: 10.756
Relative energy (zero: lowest compared OMol25 entry of this formula, charge and spin), kcal per mole: 138.64